A molecular structure, C24H20ClFeNP at a distorted geometry, computed with ωB97M-V/def2-TZVPD.

Positions of all 48 atoms, in Å:
C (0.298, 3.579, 3.517)
C (1.042, 2.673, 2.743)
C (1.206, 3.221, 1.396)
H (1.471, 1.786, 3.145)
C (0.500, 4.447, 1.297)
C (-0.060, 4.714, 2.654)
H (-0.832, 5.766, 2.952)
H (-0.156, 3.483, 4.534)
H (1.800, 2.815, 0.611)
H (0.378, 5.164, 0.456)
Fe (-0.930, 2.871, 1.743)
Cl (-2.097, 3.092, -0.063)
P (-0.264, -0.285, -0.291)
C (0.943, -0.294, -1.680)
C (1.956, -1.254, -1.847)
H (2.062, -2.071, -1.130)
C (2.831, -1.172, -2.939)
H (3.615, -1.925, -3.057)
C (2.705, -0.138, -3.872)
H (3.389, -0.078, -4.724)
C (1.699, 0.826, -3.708)
H (1.596, 1.637, -4.433)
C (0.831, 0.760, -2.617)
H (0.054, 1.519, -2.480)
C (0.444, -1.604, 0.777)
C (1.443, -1.203, 1.694)
H (1.753, -0.154, 1.729)
C (2.037, -2.139, 2.539)
H (2.818, -1.823, 3.234)
C (1.632, -3.483, 2.504)
H (2.095, -4.213, 3.174)
C (0.632, -3.881, 1.611)
H (0.307, -4.924, 1.581)
C (0.037, -2.948, 0.750)
H (-0.739, -3.275, 0.054)
C (-1.670, -1.185, -1.059)
C (-1.610, -1.841, -2.299)
H (-0.681, -1.849, -2.874)
C (-2.742, -2.497, -2.803)
H (-2.684, -3.004, -3.769)
C (-3.938, -2.504, -2.078)
H (-4.819, -3.017, -2.474)
C (-4.004, -1.845, -0.841)
H (-4.935, -1.847, -0.270)
C (-2.885, -1.182, -0.337)
H (-2.939, -0.655, 0.619)
N (-1.919, 5.486, 3.476)
C (-1.667, 4.451, 2.852)

As for the HOMO energy (alpha / beta): -7.83 / -8.29 eV. Its expectation value of S² is 8.7954. The spin multiplicity is 6. Its lowest unoccupied orbital energy (alpha / beta) is 0.0042 / -0.0273 hartree.